Formula: C4H9N
Source: the Open Molecules 2025 dataset
Level of theory: the ωB97M-V functional and the def2-TZVPD basis

HOMO level	-9.5	eV
energy relative to the best compared isomer or geometry (same formula, charge and spin)	224.6	kJ/mol
total charge	0
structure (SMILES)	C=CC.C=N
HOMO-LUMO gap	10.4	eV
energy	-5781.4837	eV
LUMO level	0.97	eV

CARTESIAN COORDINATES (ANGSTROEM)
C: 1.714 -0.805 -1.138
C: 0.613 -0.832 -1.904
C: -0.404 0.271 -2.001
H: 2.175 -1.733 -0.856
H: 2.028 0.216 -0.897
H: 0.348 -1.857 -2.215
H: 0.138 1.123 -2.429
H: -1.309 0.059 -2.664
H: -0.802 0.489 -0.955
C: -0.624 0.887 3.162
N: -1.805 0.577 2.747
H: -0.283 1.870 2.944
H: 0.132 0.262 3.562
H: -1.920 -0.529 2.644

Atoms 1-3, force components in eV/Å:
-1.307 1.369 -1.310
-0.165 -2.049 1.233
-0.790 0.178 -0.178

***

Formula: C5H6N
Source: the Open Molecules 2025 dataset
Level of theory: the ωB97M-V functional and the def2-TZVPD basis

HOMO level	-15.3	eV
energy relative to the best compared isomer or geometry (same formula, charge and spin)	407.2	kJ/mol
total charge	+1
HOMO-LUMO gap	10.6	eV
energy	-6760.9576	eV
LUMO level	-4.68	eV

CARTESIAN COORDINATES (ANGSTROEM)
C: 1.660 -0.462 -0.001
C: 0.308 -1.104 -0.004
C: 0.131 1.599 -0.005
C: 1.114 0.873 0.006
C: -0.623 -0.169 -0.003
N: -1.925 -0.055 0.000
H: 2.256 -0.688 0.885
H: 2.254 -0.686 -0.888
H: 0.105 -2.163 -0.008
H: -0.441 2.488 0.002
H: -2.418 0.165 0.860
H: -2.422 0.203 -0.845

Atoms 1-3, force components in eV/Å:
0.605 -0.205 0.024
-0.214 -0.087 -0.007
1.165 -0.110 0.045

***

Formula: C3H7N5O
Source: the Open Molecules 2025 dataset
Level of theory: the ωB97M-V functional and the def2-TZVPD basis

HOMO level	-8.8	eV
energy relative to the best compared isomer or geometry (same formula, charge and spin)	859.9	kJ/mol
total charge	0
HOMO-LUMO gap	8.3	eV
energy	-12713.7358	eV
LUMO level	-0.60	eV

CARTESIAN COORDINATES (ANGSTROEM)
C: 0.824 0.112 0.005
C: 0.472 -1.356 0.002
C: -1.512 -0.389 -0.131
H: 3.787 1.102 -0.786
H: 3.450 -0.438 1.067
H: 1.164 -2.190 -0.503
H: 0.919 -1.598 1.047
H: -2.987 0.627 -0.010
H: -0.539 2.595 0.628
H: -0.677 2.349 -1.124
N: 2.991 -0.175 -0.140
N: 1.957 0.689 0.199
N: -2.794 -0.245 0.208
N: -0.603 0.681 0.054
N: -1.020 2.000 -0.056
O: -0.943 -1.664 -0.179

Atoms 1-3, force components in eV/Å:
-3.038 0.719 -0.321
3.311 -3.613 1.037
-4.331 0.141 3.573

***

Formula: C5H9NO4
Source: the Open Molecules 2025 dataset
Level of theory: the ωB97M-V functional and the def2-TZVPD basis

HOMO level	-8.6	eV
energy relative to the best compared isomer or geometry (same formula, charge and spin)	781.2	kJ/mol
total charge	0
HOMO-LUMO gap	8.8	eV
energy	-15004.1473	eV
LUMO level	0.23	eV

CARTESIAN COORDINATES (ANGSTROEM)
C: 1.388 -0.973 -0.380
C: 0.095 -1.196 -0.599
C: -0.255 -0.617 0.744
C: -1.107 0.674 0.631
C: -0.811 -1.570 1.754
N: 0.601 1.674 -2.018
O: -0.420 1.886 -2.628
O: 0.964 2.657 -1.135
O: 1.238 -0.383 0.924
O: 1.282 0.681 -1.964
H: 2.348 -1.022 -0.868
H: 1.808 2.194 -0.833
H: -0.348 -1.653 -1.363
H: -2.151 0.504 0.667
H: -0.882 1.013 -0.334
H: -0.856 1.406 1.317
H: -0.739 -1.104 2.719
H: -0.334 -2.514 1.803
H: -1.821 -1.658 1.563

Atoms 1-3, force components in eV/Å:
-1.147 0.199 2.303
2.525 0.436 2.396
0.017 -0.054 -0.464

***

Formula: CH8NO3
Source: the Open Molecules 2025 dataset
Level of theory: the ωB97M-V functional and the def2-TZVPD basis

HOMO level	-3.7	eV
energy relative to the best compared isomer or geometry (same formula, charge and spin)	28.7	kJ/mol
total charge	-1
HOMO-LUMO gap	8.0	eV
energy	-8800.1741	eV
LUMO level	4.38	eV

CARTESIAN COORDINATES (ANGSTROEM)
N: 1.675 0.050 -1.216
C: 0.761 -0.815 -0.501
O: -0.204 -0.061 0.204
H: 2.258 0.559 -0.569
H: 1.037 0.722 -1.640
H: 1.265 -1.382 0.290
H: 0.181 -1.454 -1.186
H: -0.190 1.159 1.546
H: 0.269 1.205 2.985
O: -0.121 1.759 2.319
H: -1.744 -0.487 -0.186
H: -2.553 -0.449 -1.466
O: -2.633 -0.806 -0.579

Atoms 1-3, force components in eV/Å:
0.244 -0.398 -1.080
-2.069 1.234 2.102
-0.059 -0.107 -0.299

***

Formula: C33H92BF3N8O11PtS
Source: the Open Molecules 2025 dataset
Level of theory: the ωB97M-V functional and the def2-TZVPD basis

HOMO level (alpha / beta)	-8.2 / -8.4	eV
energy relative to the best compared isomer or geometry (same formula, charge and spin)	0.0	kJ/mol
2S+1	3
total charge	0
HOMO-LUMO gap (alpha / beta)	8.6 / 7.6	eV
energy	-93059.0072	eV
LUMO level (alpha / beta)	0.39 / -0.80	eV

CARTESIAN COORDINATES (ANGSTROEM)
Pt: 1.930 1.346 3.212
B: 3.311 -0.223 4.150
H: 3.967 -1.010 4.666
H: 3.836 0.236 3.218
H: 2.375 -0.747 3.711
H: 2.996 0.630 4.844
C: -0.745 -1.921 1.044
F: 0.311 -2.709 1.154
F: -1.428 -2.250 -0.043
F: -1.508 -2.055 2.126
S: -0.142 -0.113 0.893
O: 0.923 -0.024 1.918
O: 0.384 0.022 -0.450
O: -1.307 0.708 1.172
C: -4.154 2.845 -2.701
C: -3.194 1.950 -1.819
C: -1.941 1.591 -2.572
O: -2.128 0.707 -3.677
C: -2.747 -0.515 -3.385
N: -2.880 2.659 -0.599
H: -3.759 3.855 -2.613
H: -5.182 2.667 -2.386
H: -4.155 2.465 -3.724
H: -3.848 1.092 -1.637
H: -1.228 1.163 -1.852
H: -1.425 2.398 -3.099
H: -2.577 -1.185 -4.233
H: -3.829 -0.379 -3.288
H: -2.360 -1.087 -2.533
H: -2.297 2.080 -0.004
H: -3.732 2.823 -0.073
C: 3.748 1.027 -0.007
C: 3.973 2.318 0.725
C: 4.360 3.457 -0.220
O: 4.731 4.545 0.578
C: 5.508 5.582 -0.035
N: 2.759 2.665 1.524
H: 3.772 0.102 0.574
H: 4.535 0.751 -0.720
H: 2.812 1.011 -0.571
H: 4.762 2.172 1.470
H: 3.456 3.627 -0.818
H: 5.198 3.038 -0.783
H: 6.557 5.328 -0.210
H: 5.471 6.508 0.527
H: 5.037 5.611 -1.024
H: 2.028 2.778 0.805
H: 3.071 3.625 1.713
C: -2.012 3.516 3.573
C: -0.694 2.837 3.956
C: -1.030 1.461 4.517
O: 0.147 0.679 4.692
C: -0.166 -0.587 5.310
N: 0.202 2.698 2.817
H: -1.867 4.470 3.058
H: -2.630 3.757 4.443
H: -2.733 2.989 2.938
H: -0.330 3.453 4.782
H: -1.643 0.891 3.805
H: -1.640 1.534 5.423
H: -0.722 -0.383 6.223
H: 0.797 -1.052 5.502
H: -0.751 -1.171 4.598
H: -0.381 2.287 2.084
H: 0.246 3.694 2.565
C: 3.348 -3.513 -0.475
C: 3.695 -3.561 1.005
C: 4.826 -4.503 1.453
O: 4.337 -5.788 1.059
C: 5.203 -6.818 1.486
N: 3.892 -2.198 1.461
H: 2.484 -2.900 -0.740
H: 3.172 -4.539 -0.803
H: 4.151 -3.110 -1.101
H: 2.784 -4.022 1.420
H: 4.866 -4.366 2.535
H: 5.741 -4.238 0.921
H: 5.253 -6.926 2.577
H: 6.204 -6.638 1.086
H: 4.817 -7.800 1.207
H: 3.046 -1.701 1.200
H: 4.007 -2.010 2.451
C: 1.009 -1.847 -3.996
C: 1.648 -0.505 -4.293
C: 1.355 0.117 -5.625
O: 2.132 -0.472 -6.636
C: 1.768 -0.217 -7.990
N: 1.219 0.416 -3.204
H: -0.087 -1.868 -3.953
H: 1.292 -2.225 -3.012
H: 1.225 -2.641 -4.721
H: 2.741 -0.555 -4.315
H: 1.633 1.178 -5.557
H: 0.276 0.175 -5.839
H: 2.376 -0.896 -8.576
H: 1.961 0.810 -8.321
H: 0.679 -0.314 -8.002
H: 0.240 0.158 -3.117
H: 1.616 0.201 -2.300
C: -0.312 -4.872 -1.594
C: -1.782 -5.343 -1.548
C: -1.957 -6.723 -2.130
O: -1.187 -7.684 -1.454
C: -1.759 -8.963 -1.421
N: -2.118 -5.340 -0.093
H: -0.236 -3.852 -1.234
H: 0.080 -4.815 -2.618
H: 0.315 -5.588 -1.061
H: -2.264 -4.464 -1.978
H: -1.549 -6.643 -3.147
H: -3.013 -7.005 -2.149
H: -2.657 -9.017 -0.800
H: -0.994 -9.653 -1.069
H: -2.046 -9.334 -2.413
H: -1.406 -5.900 0.376
H: -1.861 -4.434 0.284
C: -0.264 5.074 -1.948
C: 0.447 4.822 -0.635
C: -0.187 5.617 0.549
O: 0.510 5.487 1.777
C: 1.694 6.226 1.841
N: 0.477 3.373 -0.284
H: 0.137 4.425 -2.726
H: -0.169 6.135 -2.184
H: -1.311 4.782 -1.816
H: 1.470 5.197 -0.746
H: -1.215 5.279 0.672
H: -0.126 6.634 0.149
H: 2.294 6.003 2.725
H: 1.559 7.313 1.850
H: 2.408 6.017 1.036
H: 0.783 2.951 -1.162
H: -0.500 3.100 -0.183
C: -6.092 1.621 2.771
C: -5.683 0.175 2.693
C: -4.904 -0.268 1.455
O: -5.426 0.086 0.198
C: -6.663 -0.486 -0.085
N: -4.925 -0.156 3.904
H: -5.297 2.328 2.525
H: -6.560 1.835 3.729
H: -6.877 1.832 2.031
H: -6.603 -0.422 2.697
H: -4.708 -1.341 1.567
H: -3.917 0.205 1.520
H: -7.529 0.015 0.360
H: -6.779 -1.551 0.167
H: -6.912 -0.594 -1.145
H: -5.386 -0.841 4.479
H: -3.950 -0.367 3.749

Atoms 1-3, force components in eV/Å:
0.364 1.494 -0.892
0.013 -0.542 -0.759
0.952 -0.711 0.617

***

Summary of F_max in eV/Å
3.020 1.171 8.065 3.852 3.197 3.389
(order as listed above)